A molecular structure, C22H24F3NO3P2Ru, computed with ωB97M-V/def2-TZVPD.

Output
⟨S²⟩	6.054
highest occupied orbital energy (spin up / spin down)	-0.492 / -0.542	Eh
lowest unoccupied orbital energy (spin up / spin down)	-0.32321 / -0.39862	Ha
spin multiplicity	5
net charge	+2
Kohn-Sham gap (spin up / spin down)	4.6 / 3.9	eV

XYZ file:
```
56
Properties=species:S:1:pos:R:3:forces:R:3
C -2.084673 2.813639 -2.680590 0.70 1.11 0.15
C -1.793214 1.567034 -2.137838 -1.26 -1.11 -0.37
C -0.434222 1.097360 -2.238156 2.67 0.40 -0.82
C 0.591116 2.133096 -2.112328 -0.43 0.52 0.66
C 0.236647 3.479901 -2.376195 1.41 -1.15 0.55
C -1.042066 3.750827 -2.832953 -1.23 0.45 -0.97
C 1.903755 1.800173 -1.718056 -0.93 -0.62 1.54
C 2.187172 0.429586 -1.807232 -0.31 -0.35 0.40
C 1.119616 -0.543329 -2.011649 0.26 2.54 -0.82
C 1.450372 -1.898105 -1.667512 -1.16 -1.28 -0.31
C 2.758641 -2.304136 -1.866757 1.04 0.21 0.19
C 3.781954 -1.351044 -1.968222 0.48 -1.52 -0.35
C 3.514739 -0.021980 -1.728820 -0.75 1.70 0.36
H -3.111613 3.083809 -2.926948 0.23 0.01 0.24
H 1.085163 4.181915 -2.322969 -0.88 0.06 -0.19
H -1.192573 4.701414 -3.354623 -0.34 -0.24 0.48
H 2.484169 2.439521 -0.955567 -0.24 -0.52 -2.06
H 2.996293 -3.364715 -1.881974 0.02 0.16 0.11
H 4.804993 -1.621446 -2.213278 -0.14 -0.31 0.29
H 4.243413 0.778346 -1.587118 0.28 -0.64 -0.04
N -0.113503 -0.188570 -2.434468 -0.27 -0.14 2.45
Ru -0.233551 -0.072890 1.510642 2.25 -0.11 -2.49
C -2.767539 0.697027 -1.451406 0.68 -0.24 0.70
H -2.738678 -0.362790 -1.781631 0.07 0.59 0.00
H -3.787868 1.114557 -1.451308 0.44 -0.26 0.08
C 0.375377 -2.770090 -1.132673 0.00 0.33 0.89
H -0.575413 -2.719623 -1.696946 0.58 -0.04 0.03
H 0.730327 -3.792144 -0.927251 -0.25 0.28 -0.40
P -2.221267 0.526885 0.491530 -0.07 1.05 0.77
P -0.202328 -2.141302 0.647271 0.67 -1.16 -0.14
C 0.954118 -2.927341 1.808082 0.17 -0.32 -0.41
H 0.595509 -2.684746 2.819384 0.19 -0.15 -0.24
H 0.943774 -4.009356 1.649673 0.14 0.02 0.20
H 1.958468 -2.504303 1.676946 -0.32 -0.18 0.15
C -1.711226 -3.079102 0.899713 0.09 -0.42 -0.37
H -1.415395 -4.127865 1.017829 -0.47 0.05 -0.06
H -2.179611 -2.697963 1.815983 0.06 -0.25 -0.28
H -2.363579 -2.940630 0.030582 -0.11 -0.24 0.30
C -2.527495 2.224593 1.088362 -0.24 0.22 -0.33
H -3.485564 2.641936 0.755380 0.11 -0.12 0.06
H -2.524502 2.169525 2.183405 0.00 0.03 -0.19
H -1.718972 2.895961 0.783165 -0.07 -0.13 0.08
C -3.650346 -0.357162 1.118804 -0.43 -0.06 -0.34
H -3.460879 -0.513409 2.183765 -0.16 -0.01 -0.09
H -4.561563 0.229059 0.976359 -0.01 -0.18 0.05
H -3.738901 -1.321166 0.617783 -0.19 0.04 0.15
C -0.913479 -0.063154 3.226241 -2.68 -0.44 4.35
O -1.387198 -0.200300 4.281978 1.27 0.53 -2.39
H 0.232242 1.037846 0.596670 0.07 2.04 -1.24
F 2.242014 -0.422900 4.181857 0.30 0.91 -0.46
C 2.696306 0.746145 3.627603 0.23 -0.21 0.81
F 1.760899 1.704175 3.907116 0.60 -0.62 -0.26
F 3.840680 1.072586 4.266496 -1.16 -0.25 -0.92
C 2.826108 0.605094 2.051601 0.56 1.07 0.64
O 3.670006 1.291251 1.480557 -1.18 -1.14 0.15
O 1.953333 -0.211722 1.569717 -0.27 0.09 -0.29
```
Forces are in eV/Å.

Atomic partial charges in e from the Mulliken method, atoms 1 to 8: C -0.890; C 0.117; C 0.817; C 0.997; C -0.708; C -0.546; C -0.887; C 1.041


A gas-phase ion, C6H11N2 (charge +1), computed with ωB97M-V/def2-TZVPD.

Output
structure (SMILES)	NCC[N+]1=CC=CC1
highest occupied orbital energy	-0.528	Eh
lowest unoccupied orbital energy	-0.15532	Ha
net charge	+1
Kohn-Sham gap	10.1	eV

XYZ file:
```
19
Properties=species:S:1:pos:R:3:forces:R:3
N 0.022964 -1.784139 0.805842 0.28 -1.98 3.01
C -1.322923 -1.429227 0.529785 -0.32 -0.10 -3.93
C -1.269281 -0.518442 -0.734998 -1.67 2.23 -0.30
N -0.102063 0.324539 -0.612773 2.91 0.04 -0.16
C 1.156180 -0.068497 -0.570834 1.56 -1.87 -1.85
C 2.043953 1.047370 -0.328566 2.36 -2.95 -0.07
C 1.299858 2.030475 0.068224 0.90 1.93 -0.96
C -0.031330 1.715826 -0.153993 -5.01 -0.70 0.16
H 0.185725 -1.512477 1.775495 0.57 0.84 -0.12
H -0.055906 -2.767593 1.062793 0.59 -0.48 -0.80
H -1.841200 -0.907955 1.255689 -1.04 0.72 1.78
H -1.857426 -2.289745 0.136262 -0.44 -0.12 0.64
H -1.286407 -1.086428 -1.704301 0.23 0.67 1.01
H -2.085577 0.313619 -0.740928 0.75 -2.05 -0.19
H 1.643064 -1.105251 -0.795646 -1.79 2.08 0.16
H 3.130523 0.931704 -0.419564 -0.59 0.25 0.34
H 1.539328 3.003113 0.327401 0.81 1.65 0.63
H -0.470776 1.723773 0.833210 -0.78 -0.08 0.68
H -0.698707 2.379336 -0.733099 0.67 -0.10 -0.03
```
Forces are in eV/Å.

Atomic partial charges in e from the Mulliken method, atoms 1 to 8: N -0.557; C -0.565; C -0.566; N 0.140; C 0.097; C -0.407; C -0.583; C -0.464